{"formula": "C41H45CaIN6O3", "method": "wB97M-V/def2-TZVPD", "species": ["Ca", "C", "O", "C", "N", "C", "C", "C", "C", "C", "C", "C", "C", "C", "C", "C", "C", "N", "C", "N", "C", "C", "O", "C", "C", "C", "C", "C", "C", "H", "H", "H", "H", "H", "H", "H", "H", "H", "H", "H", "H", "H", "H", "H", "H", "H", "H", "H", "C", "C", "C", "C", "C", "C", "C", "C", "C", "H", "H", "H", "H", "H", "H", "H", "H", "H", "H", "H", "H", "O", "C", "C", "C", "C", "C", "C", "N", "H", "H", "H", "H", "H", "H", "H", "H", "H", "H", "H", "I", "C", "C", "N", "N", "C", "H", "H", "H"], "xyz": [[0.104, 0.049, 0.243], [3.437, 2.685, -2.001], [3.832, 2.306, -0.649], [2.764, 1.842, -0.042], [1.701, 1.622, -0.760], [2.091, 1.938, -2.187], [1.028, 2.547, -3.072], [1.230, 3.750, -3.699], [0.197, 4.257, -4.559], [-0.928, 3.483, -4.784], [-1.093, 2.270, -4.141], [-0.121, 1.768, -3.325], [2.899, 1.413, 1.419], [4.016, 1.675, 2.214], [3.992, 1.179, 3.509], [2.885, 0.465, 3.967], [1.849, 0.224, 3.089], [1.831, 0.731, 1.845], [0.755, -0.649, 3.436], [-0.221, -1.026, 2.659], [-0.931, -2.109, 3.407], [-0.262, -2.087, 4.770], [0.796, -1.128, 4.704], [-2.456, -2.051, 3.328], [-3.173, -0.892, 3.262], [-4.560, -0.907, 3.051], [-5.149, -2.132, 3.013], [-4.493, -3.354, 3.182], [-3.138, -3.268, 3.283], [4.250, 2.458, -2.677], [3.262, 3.751, -1.919], [2.285, 1.004, -2.621], [2.051, 4.401, -3.470], [0.354, 5.178, -5.138], [-1.739, 3.840, -5.421], [-1.986, 1.735, -4.326], [-0.270, 0.888, -2.833], [4.839, 2.253, 1.793], [4.878, 1.430, 4.158], [2.857, -0.139, 4.863], [-0.695, -3.042, 2.885], [0.131, -3.123, 5.059], [-0.892, -1.817, 5.604], [-2.614, 0.059, 3.222], [-5.077, 0.064, 2.920], [-6.230, -2.063, 2.744], [-4.969, -4.279, 3.143], [-2.592, -4.230, 3.225], [-3.200, 1.209, -0.096], [-2.112, 2.162, 0.366], [-1.756, 3.203, -0.504], [-0.901, 4.178, -0.121], [-0.661, 5.459, -0.888], [-0.295, 4.124, 1.147], [-0.512, 3.049, 1.967], [-0.089, 3.137, 3.350], [-1.427, 2.106, 1.545], [-4.140, 1.754, -0.270], [-3.349, 0.368, 0.563], [-2.840, 0.834, -1.082], [-2.221, 3.329, -1.396], [-1.037, 6.361, -0.379], [-1.106, 5.333, -1.861], [0.421, 5.521, -1.047], [0.222, 4.936, 1.656], [-0.749, 2.475, 3.883], [-0.195, 4.134, 3.787], [0.924, 2.768, 3.543], [-1.661, 1.388, 2.266], [1.208, -1.189, -1.686], [1.837, -1.724, -2.614], [1.130, -2.217, -3.874], [1.129, -3.745, -3.864], [1.226, -4.330, -2.462], [2.572, -4.370, -1.716], [3.281, -3.056, -1.313], [3.164, -2.166, -2.512], [1.603, -1.887, -4.784], [0.098, -1.825, -3.873], [1.980, -4.149, -4.454], [0.177, -4.015, -4.280], [0.898, -5.364, -2.518], [0.425, -3.934, -1.788], [3.170, -4.851, -2.433], [2.601, -5.030, -0.840], [4.280, -3.236, -1.173], [2.865, -2.523, -0.495], [3.512, -2.589, -3.327], [-1.092, -5.924, 0.260], [-1.632, -3.993, -0.024], [-2.838, -3.502, -0.542], [-2.667, -2.211, -0.681], [-1.443, -1.820, -0.287], [-0.779, -2.891, 0.123], [-3.772, -3.929, -0.867], [-3.306, -1.461, -0.884], [0.333, -2.868, 0.109]], "charge": 2, "e_homo_ev": -13.5513, "e_above_lowest_ev": 1.7709, "e_tot_ev": -84859.521}

{"formula": "C4H8O2", "method": "wB97M-V/def2-TZVPD", "species": ["C", "C", "C", "O", "O", "C", "H", "H", "H", "H", "H", "H", "H", "H"], "xyz": [[0.928, 1.188, -1.580], [0.657, 1.313, -0.100], [-0.208, 0.103, 1.617], [0.260, 0.010, 0.373], [-0.935, -0.954, 1.890], [-1.197, -1.998, 0.935], [1.036, 2.180, -2.028], [1.836, 0.610, -1.771], [0.086, 0.683, -2.064], [1.522, 1.660, 0.475], [-0.176, 1.997, 0.093], [-2.080, -2.507, 1.320], [-1.387, -1.606, -0.066], [-0.344, -2.678, 0.906]], "charge": 0, "e_homo_ev": -8.9371, "e_above_lowest_ev": 2.9534, "e_tot_ev": -8370.328}

{"formula": "C3H7N2OSe", "method": "wB97M-V/def2-TZVPD", "species": ["N", "C", "N", "C", "O", "C", "Se", "H", "H", "H", "H", "H", "H", "H"], "xyz": [[-1.301, 0.418, -1.437], [-1.289, -0.362, -0.382], [-0.780, -0.134, 0.742], [0.421, 0.558, 1.139], [0.262, 1.668, 1.573], [1.568, -0.313, 0.821], [1.654, -0.846, -1.050], [-0.521, 1.028, -1.531], [-1.949, 0.167, -2.128], [-1.983, -1.179, -0.453], [-1.015, -0.641, 1.580], [2.317, 0.336, 1.079], [1.493, -1.239, 1.474], [1.124, 0.539, -1.426]], "charge": 1, "smiles": "[NH2+]=CNC(=O)C[SeH]", "e_homo_ev": -13.7010, "e_above_lowest_ev": 1.9400, "e_tot_ev": -73590.030}